(1)
# C3HCl2N2

An isolated ion of composition C3HCl2N2 and charge +1 at a distorted geometry (ωB97M-V/def2-TZVPD, the Open Molecules 2025 dataset).

relative energy (zero: lowest compared OMol25 entry of this formula, charge and spin)	177.6	kJ/mol
DFT total energy	-31140.0082	eV
multiplicity	1
gap between HOMO and LUMO (alpha / beta)	7.27 / 7.27	eV
total charge	+1

Structure (XYZ):
```
8
Properties=species:S:1:pos:R:3:forces:R:3
C -2.091 -0.226 -0.180 1.1 0.6 0.8
C 1.798 -0.844 0.345 -2.0 2.8 -0.5
C 0.117 0.915 -0.019 -0.6 0.3 0.2
N 1.079 0.029 -0.059 1.0 -1.1 1.5
N -1.129 0.356 0.077 -0.2 0.1 -1.5
Cl 2.806 -1.998 0.066 1.5 -1.7 -0.5
Cl 0.348 2.609 0.127 -0.1 -0.6 0.0
H -2.929 -0.841 -0.357 -0.8 -0.3 0.0
```
Positions in Å, forces in eV/Å.

=====

(2)
# C10H17N2S

An isolated ion of composition C10H17N2S and charge +1 at a distorted geometry (ωB97M-V/def2-TZVPD, the Open Molecules 2025 dataset).

relative energy (zero: lowest compared OMol25 entry of this formula, charge and spin)	377.4	kJ/mol
DFT total energy	-24449.1973	eV
multiplicity	1
gap between HOMO and LUMO (alpha / beta)	7.41 / 6.60	eV
total charge	+1

Structure (XYZ):
```
30
Properties=species:S:1:pos:R:3:forces:R:3
C -1.734 0.226 -0.138 -1.5 -2.4 -1.5
C -2.853 0.007 -1.186 0.1 -1.3 0.7
C -2.236 -0.942 -2.232 -0.1 -1.5 2.6
C -0.761 -0.662 -2.164 1.8 -1.7 1.8
C 0.861 1.006 2.548 1.4 -2.2 2.0
C -0.521 -0.543 -0.563 2.6 0.1 -1.0
C 0.902 -0.078 1.479 -0.8 -1.4 -0.2
C 0.693 0.283 0.037 -1.0 2.1 -0.7
C -0.274 0.057 2.339 -0.2 2.2 -0.5
C 1.966 0.032 -0.724 -1.6 -0.6 -1.3
N -1.987 0.851 0.874 1.1 0.9 2.9
N 3.110 0.795 -0.134 2.3 -1.7 -2.1
S -0.989 -1.055 3.359 -0.6 -0.6 1.1
H -3.724 -0.444 -0.659 0.5 0.5 -0.5
H -3.106 0.950 -1.579 -0.6 1.1 -0.6
H -2.509 -1.988 -1.912 0.5 0.9 -0.5
H -2.562 -0.782 -3.194 -1.1 0.3 -2.1
H -0.035 -1.360 -2.721 -1.3 0.7 1.0
H -0.631 0.287 -2.581 0.4 1.8 -0.7
H 1.602 0.929 3.400 -1.3 -0.3 -0.7
H 0.686 2.006 2.342 -0.3 1.7 -1.1
H -0.304 -1.582 -0.176 -1.1 0.9 -0.1
H 1.316 -1.103 1.628 0.6 1.0 0.1
H 0.430 1.423 0.111 0.3 -1.9 -0.8
H 1.835 0.157 -1.813 0.4 0.9 0.5
H 2.050 -1.031 -0.700 1.1 -0.9 0.6
H 4.020 0.099 -0.036 -2.6 2.7 -0.4
H 2.784 1.066 0.782 0.2 0.5 0.7
H 3.234 1.622 -0.807 0.5 -1.3 1.7
H -1.261 -0.228 4.418 0.2 -0.4 -0.6
```
Positions in Å, forces in eV/Å.

=====

(3)
# C4H8O2

A 3-piece molecular cluster, C4H8O2 overall (ωB97M-V/def2-TZVPD, the Open Molecules 2025 dataset).

relative energy (zero: lowest compared OMol25 entry of this formula, charge and spin)	510.7	kJ/mol
DFT total energy	-8367.9889	eV
multiplicity	1
gap between HOMO and LUMO	9.83	eV
total charge	0

Structure (XYZ):
```
14
Properties=species:S:1:pos:R:3:forces:R:3
O -1.909 -1.588 -0.591 0.0 -0.3 0.0
C -1.556 0.840 0.667 0.1 0.2 0.1
C -0.317 1.309 0.583 -0.2 0.2 0.1
C 0.944 -0.808 -0.547 0.4 -0.2 0.1
C 2.238 -0.093 -0.698 0.3 0.2 -0.2
O 1.851 -1.028 0.347 -0.2 -0.2 -0.1
H -1.836 -2.042 0.256 -0.1 0.0 -0.1
H -2.275 0.962 -0.133 0.1 0.0 0.1
H -1.898 0.282 1.534 0.1 0.1 -0.1
H 0.019 1.866 -0.288 -0.1 0.0 0.1
H 0.402 1.162 1.385 -0.1 0.1 -0.1
H -0.991 -1.299 -0.760 -0.2 -0.1 0.0
H 2.368 0.927 -0.354 -0.1 -0.1 -0.1
H 2.961 -0.490 -1.400 0.0 0.0 0.1
```
Positions in Å, forces in eV/Å.

=====

(4)
# C6H7N2O

An isolated ion of composition C6H7N2O and charge -1 at a distorted geometry (ωB97M-V/def2-TZVPD, the Open Molecules 2025 dataset).

relative energy (zero: lowest compared OMol25 entry of this formula, charge and spin)	123.5	kJ/mol
DFT total energy	-11360.4310	eV
multiplicity	1
gap between HOMO and LUMO	6.15	eV
SMILES	C=C1N=CC=C(C)N1[O-]
total charge	-1

Structure (XYZ):
```
16
Properties=species:S:1:pos:R:3:forces:R:3
C -0.610 1.374 -0.148 -1.9 1.1 0.1
C 0.640 1.867 -0.059 0.4 2.4 -0.6
C -0.921 -0.002 -0.054 2.1 -0.8 1.4
C 1.691 -0.121 0.060 -3.4 -4.3 0.0
C 2.564 -1.098 0.154 -1.9 -2.8 0.4
C -2.330 -0.478 0.096 -0.1 -0.4 -0.9
N 1.730 1.131 0.054 0.7 4.2 0.0
N 0.127 -0.838 -0.014 0.1 1.5 0.2
O 0.041 -2.119 0.084 -0.3 0.5 0.0
H -1.446 2.090 -0.167 0.4 -0.4 -0.1
H 0.750 3.028 -0.139 0.1 -2.1 0.3
H 2.197 -2.128 0.093 -0.1 0.5 0.2
H 3.499 -0.971 -0.162 3.9 0.9 -0.7
H -2.402 -0.984 -0.916 -1.0 -0.1 1.3
H -3.001 0.423 0.130 0.5 -1.0 -0.1
H -2.529 -1.171 0.989 0.5 0.8 -1.5
```
Positions in Å, forces in eV/Å.

=====

(5)
# C3H3BrS

A 2-piece molecular cluster, C3H3BrS overall at a distorted geometry (ωB97M-V/def2-TZVPD, the Open Molecules 2025 dataset).

relative energy (zero: lowest compared OMol25 entry of this formula, charge and spin)	462.3	kJ/mol
DFT total energy	-84030.7401	eV
multiplicity	1
gap between HOMO and LUMO (alpha / beta)	8.87 / 6.15	eV
total charge	0

Structure (XYZ):
```
8
Properties=species:S:1:pos:R:3:forces:R:3
C -0.326 -0.598 0.264 5.0 2.8 -0.7
C 1.545 0.672 -0.013 -3.5 -1.9 0.7
C -1.451 0.029 0.054 -2.0 -0.5 0.0
S -2.806 -1.031 -0.061 0.0 0.3 0.0
Br 3.127 -0.198 -0.058 0.5 -0.4 0.0
H 0.033 -1.587 0.403 -0.1 -0.6 0.2
H 1.475 1.625 -0.514 -0.3 0.1 -0.1
H -1.597 1.088 -0.073 0.3 0.2 -0.1
```
Positions in Å, forces in eV/Å.

=====

(6)
# C9H9Cl3Si

An isolated molecule of C9H9Cl3Si at a distorted geometry (ωB97M-V/def2-TZVPD, the Open Molecules 2025 dataset).

DFT total energy	-54926.2654	eV
multiplicity	1
gap between HOMO and LUMO	9.47	eV
SMILES	C=C[C@H](c1ccccc1)[Si](Cl)(Cl)Cl
total charge	0

Structure (XYZ):
```
22
Properties=species:S:1:pos:R:3:forces:R:3
C 2.272 -2.209 -0.191 0.9 -2.1 -1.5
C 2.172 -1.569 1.047 -0.3 -0.5 -1.2
C 1.361 -1.999 -1.185 0.5 0.7 0.9
C 1.145 -0.728 1.313 -2.6 1.3 -2.5
C 0.382 -1.035 -1.006 -0.9 0.8 -2.6
C 0.184 -0.392 0.172 3.2 -1.6 3.1
C -0.579 3.245 -0.029 0.2 1.4 4.1
C -0.438 2.049 -0.496 -1.8 -4.5 -0.2
C -0.816 0.626 0.393 -0.6 4.2 0.0
Si -2.612 0.002 0.082 1.2 2.1 2.4
Cl -2.886 -0.099 -1.849 -0.5 -0.4 -1.8
Cl -2.933 -1.720 1.088 -0.1 -0.2 -0.1
Cl -3.848 1.526 0.846 0.3 -0.8 -0.3
H 3.033 -2.983 -0.588 -0.7 1.5 1.8
H 2.943 -1.745 1.708 1.3 -0.3 1.7
H 1.596 -2.478 -2.098 -0.5 -0.2 -1.0
H 1.028 -0.194 2.261 0.1 -0.3 -0.3
H -0.121 -0.653 -1.946 0.1 -0.7 1.3
H -0.028 4.047 -0.499 -0.7 0.5 -0.3
H -0.936 3.381 1.108 0.9 -0.1 -2.7
H -0.274 1.865 -1.559 0.7 -0.1 0.3
H -0.646 1.063 1.430 -0.8 -0.8 -1.0
```
Positions in Å, forces in eV/Å.